C3H5F2N as an isolated structure in a non-equilibrium geometry, computed with the ωB97M-V functional and the def2-TZVPD basis.

## Properties
total charge = 0
2S+1 = 1
max |F| = 0.08314 Eh/bohr
LUMO = 0.0353 Ha
ΔE to the lowest compared entry with this formula, charge and spin = 109.1 kJ/mol
E_HOMO = -9.813 eV
orbital gap = 10.77 eV

Each line ends with the natural charge from an NBO analysis.
Element x y z (Å)
C -0.391 -0.003 1.206  -0.268
C -0.220 -0.238 -1.061  -0.308
C -1.311 -0.045 -0.015  0.651
N 0.917 -0.341 -0.113  -0.594
F -2.053 1.088 -0.166  -0.342
F -2.225 -1.046 0.045  -0.336
H -0.202 0.962 1.638  0.216
H -0.449 -0.845 1.873  0.224
H -0.336 -1.169 -1.620  0.209
H -0.173 0.595 -1.768  0.204
H 1.482 0.504 -0.119  0.344



One molecule with the formula C17H21N7O3S2 in a non-equilibrium geometry, computed with the ωB97M-V functional and the def2-TZVPD basis.

## Properties
SMILES string = CCCc1nc(SCC(=O)Nc2nnc(CC)s2)c2c(=O)n(C)c(=O)n(C)c2n1
total charge = 0
2S+1 = 1
max |F| = 0.11732 Eh/bohr
LUMO = 0.0020 Ha
ΔE to the lowest compared entry with this formula, charge and spin = 393.3 kJ/mol
E_HOMO = -8.835 eV
orbital gap = 8.89 eV

Each line ends with the natural charge from an NBO analysis.
Element x y z (Å)
C 2.188 2.085 -4.696  -0.612
C 1.875 0.841 -3.854  -0.415
C 0.408 0.565 -3.450  -0.444
C 0.006 0.827 -1.946  0.491
N 0.984 1.251 -1.157  -0.523
C 0.730 1.452 0.161  0.189
S 2.152 2.081 1.045  0.304
C 3.520 0.994 0.278  -0.559
C 3.998 0.133 1.476  0.669
O 5.062 0.572 1.948  -0.583
N 3.282 -0.800 2.133  -0.622
C 2.375 -1.581 1.602  0.231
N 1.919 -1.460 0.392  -0.358
N 0.911 -2.319 -0.076  -0.230
C 0.616 -3.108 0.976  0.073
C -0.513 -4.176 0.923  -0.443
C -1.887 -3.632 1.152  -0.583
S 1.526 -2.824 2.494  0.317
C -0.536 1.394 0.618  -0.314
C -0.962 1.657 2.001  0.655
O -0.173 2.210 2.778  -0.601
N -2.206 1.496 2.491  -0.426
C -2.566 1.726 3.858  -0.417
C -3.112 0.984 1.612  0.788
O -4.283 0.917 1.871  -0.622
N -2.881 0.826 0.248  -0.427
C -3.974 0.551 -0.736  -0.418
C -1.553 1.024 -0.225  0.470
N -1.246 0.645 -1.495  -0.522
H 1.293 2.193 -5.399  0.200
H 3.010 1.978 -5.405  0.213
H 2.445 2.953 -4.028  0.216
H 2.484 0.880 -2.939  0.229
H 2.212 -0.039 -4.364  0.205
H -0.308 1.052 -4.080  0.224
H 0.108 -0.471 -3.586  0.233
H 4.270 1.619 -0.155  0.248
H 3.165 0.329 -0.451  0.270
H 3.680 -1.063 3.058  0.435
H -0.479 -4.840 0.011  0.234
H -0.296 -4.809 1.773  0.206
H -1.793 -3.040 2.156  0.198
H -2.135 -2.992 0.351  0.214
H -2.576 -4.415 1.194  0.216
H -2.252 2.596 4.368  0.239
H -3.611 1.581 4.100  0.250
H -2.070 0.780 4.188  0.212
H -3.610 -0.180 -1.564  0.235
H -4.915 0.130 -0.365  0.246
H -4.281 1.425 -1.281  0.209



C25H16Cl5LaNO as an isolated structure in a non-equilibrium geometry, computed with the ωB97M-V functional and the def2-TZVPD basis.

## Properties
total charge = 0
2S+1 = 2
max |F| = 0.05793 Eh/bohr
<S²> = 0.766
LUMO (alpha / beta) = -0.0301 / -0.0366 Ha
ΔE to the lowest compared entry with this formula, charge and spin = 71.7 kJ/mol
E_HOMO (alpha / beta) = -4.730 / -8.091 eV
orbital gap (alpha / beta) = 3.91 / 7.10 eV

Each line ends with the Mulliken spin population.
Element x y z (Å)
La -0.683 0.298 -0.936  0.054
Cl -3.012 1.168 -2.814  -0.007
C -3.374 -0.502 -2.448  0.018
C -2.380 -1.152 -1.739  -0.007
C -2.604 -2.478 -1.410  -0.003
Cl -1.342 -3.225 -0.485  -0.001
C -3.755 -3.156 -1.790  0.000
Cl -3.974 -4.812 -1.390  0.000
C -4.739 -2.458 -2.498  0.000
Cl -6.181 -3.262 -2.966  0.000
C -4.559 -1.110 -2.828  -0.004
Cl -5.778 -0.242 -3.676  0.001
C 1.939 -2.813 5.462  0.000
C 0.636 -3.132 5.110  0.000
C 0.077 -2.589 3.965  0.000
C 0.807 -1.731 3.137  0.003
C 2.113 -1.409 3.513  0.001
C 2.670 -1.945 4.663  0.000
C 0.137 -1.201 1.930  -0.004
C 0.662 -0.689 0.808  0.008
C 2.089 -0.588 0.478  -0.003
C 2.700 0.673 0.390  0.001
C 4.035 0.793 0.036  -0.001
C 4.784 -0.337 -0.261  0.000
C 4.183 -1.588 -0.208  -0.002
C 2.853 -1.718 0.155  -0.006
H 2.381 -3.231 6.358  0.000
H 0.053 -3.799 5.733  0.000
H -0.944 -2.839 3.700  0.000
H 2.694 -0.723 2.914  0.000
H 3.680 -1.679 4.947  0.000
H -0.952 -1.280 2.008  0.003
H 2.114 1.557 0.624  0.004
H 4.493 1.774 0.002  0.000
H 5.825 -0.240 -0.539  0.000
H 4.760 -2.473 -0.450  0.000
H 2.389 -2.696 0.205  0.000
O -0.928 2.706 -0.546  0.016
N -1.055 3.631 -1.516  0.268
C -1.954 4.658 -1.384  0.117
C -2.063 5.621 -2.344  -0.038
C -1.254 5.575 -3.503  0.353
C -0.360 4.511 -3.634  -0.093
C -0.263 3.561 -2.650  0.232
H -2.548 4.643 -0.483  0.030
H -2.779 6.416 -2.195  -0.001
H -1.317 6.346 -4.257  0.034
H 0.277 4.422 -4.504  -0.007
H 0.448 2.743 -2.683  0.032



An isolated ion of composition C4H6ClN2O and charge +1 in a non-equilibrium geometry, computed with the ωB97M-V functional and the def2-TZVPD basis.

## Properties
total charge = +1
2S+1 = 1
max |F| = 0.07888 Eh/bohr
LUMO (alpha / beta) = -0.1838 / -0.1839 Ha
ΔE to the lowest compared entry with this formula, charge and spin = 465.8 kJ/mol
E_HOMO (alpha / beta) = -13.255 / -13.250 eV
orbital gap (alpha / beta) = 8.25 / 8.25 eV

Each line ends with the natural charge from an NBO analysis.
Element x y z (Å)
C -1.374 -0.852 1.248  -0.284
C -1.604 -2.143 1.240  0.247
C 0.391 -0.295 -0.398  0.504
C -0.196 -0.055 0.955  -0.494
N 0.422 -1.584 -0.666  -0.216
N 0.644 0.653 -1.240  -0.721
O 0.376 -2.535 0.319  -0.466
Cl -2.576 -3.369 1.388  0.351
H -2.128 -0.294 1.648  0.262
H -0.649 0.934 1.013  0.253
H 0.788 0.017 1.553  0.309
H 0.581 -2.020 -1.576  0.413
H 0.212 1.551 -1.148  0.424
H 1.080 0.563 -2.092  0.419